The following is a DFT calculation (wB97M-V/def2-TZVPD) of a molecular structure, C19H23FeN5O4S2.

Summary:
Net charge: -1
HOMO-LUMO gap (alpha / beta), hartree: 0.24436 / 0.24668
E_HOMO (alpha / beta), eV: -4.00 / -4.06
Energy above the lowest of the compared OMol25 structures with the same formula, charge and spin, kcal/mol: 43.5
2S+1: 2

```
54
Properties=species:S:1:pos:R:3:forces:R:3:lowdin_spin:R:1
Fe -1.0927 0.4639 -0.0597 1.695 1.117 -0.940 0.829
H 3.8721 0.7227 -0.9383 -0.066 0.035 0.014 0.001
H 2.0874 -3.8270 4.6584 -0.004 0.000 -0.002 0.000
H 1.4743 1.9141 1.6519 0.004 -0.021 -0.022 0.001
N 0.4185 -2.2446 -0.5967 0.078 -0.020 -0.078 0.006
H -3.4716 4.2371 -2.6913 0.000 -0.009 -0.003 0.000
H 3.1926 1.6438 1.3055 -0.014 -0.002 -0.030 0.000
O -2.0438 0.8325 2.2898 -0.057 -0.094 0.233 0.005
C 1.9137 -3.8632 3.5900 0.004 -0.002 0.014 0.000
H -1.7253 5.5735 1.0005 -0.011 0.011 -0.003 0.000
H 2.0386 3.1960 -1.8349 0.022 0.015 0.001 0.000
H -2.5926 -3.6644 -1.6301 -0.048 0.068 -0.032 0.000
N -2.6488 -0.6583 -2.4882 0.042 0.021 0.011 0.001
H 0.9403 -1.9310 3.5045 0.000 -0.003 -0.005 0.000
C 2.1754 1.3248 1.0530 -0.071 0.036 0.050 0.002
N -2.8775 -2.9197 -2.2517 0.108 -0.003 -0.031 0.000
C 0.4297 -1.8909 0.6722 -0.316 -0.062 -0.011 0.000
H 2.8355 -5.7864 3.3845 -0.003 -0.005 -0.008 0.000
C -1.9893 4.7971 0.2958 0.068 -0.020 0.059 0.001
C -1.6532 3.4806 0.5596 -0.134 0.021 -0.021 0.003
H 3.3111 3.1970 -0.5971 -0.081 -0.059 0.017 0.001
H -2.9330 6.1033 -1.1298 -0.004 -0.001 0.006 0.000
H -1.1259 3.1969 1.4615 -0.026 -0.020 0.024 0.001
O 2.2517 -3.6703 -1.6179 0.050 0.011 -0.037 0.000
S -3.0684 -1.5624 0.0298 0.416 0.279 0.168 -0.005
O -0.0695 -0.8421 1.1471 0.014 0.184 0.027 0.010
C 2.2502 2.9892 -0.7831 -0.105 0.030 -0.079 0.005
C -2.8523 1.5950 -2.2557 0.013 0.013 0.052 0.002
H 2.7676 0.8524 -2.3181 -0.002 -0.018 0.001 0.000
C 1.9044 1.5276 -0.4406 0.117 0.065 0.057 0.013
N -1.9533 2.4816 -0.2649 -0.247 0.160 0.205 0.024
H 2.5430 -0.4384 -1.1427 -0.009 -0.024 0.037 0.000
H 2.0584 0.2846 1.3472 -0.017 -0.036 -0.024 0.000
C 2.3381 -4.9752 2.8673 0.013 -0.013 0.022 0.000
H -2.8152 0.3762 1.9244 -0.008 -0.001 -0.069 0.000
O 0.0379 -4.6573 -1.2126 0.064 -0.017 0.010 0.000
H -2.4129 -2.9492 -3.1487 -0.004 -0.020 0.016 0.000
C -2.9616 4.0541 -1.7543 0.050 0.016 0.009 0.002
C -2.8097 -1.6780 -1.6688 -0.006 0.168 -0.006 0.000
C 2.1330 -5.0561 1.4941 0.010 0.002 0.002 0.000
C -2.6584 5.0843 -0.8862 -0.048 0.048 -0.073 -0.002
H 1.6559 3.6797 -0.1782 0.004 0.005 -0.009 0.000
C 0.4662 1.2708 -0.8278 -1.555 -1.954 0.743 0.075
C 1.2745 -2.8033 2.9579 0.007 0.012 -0.017 0.000
C 1.0767 -2.8861 1.5920 0.062 -0.064 -0.025 -0.001
C 2.8286 0.6079 -1.2545 -0.074 -0.039 -0.118 0.003
H -1.4284 0.1104 2.4862 0.031 0.010 -0.096 0.000
H 0.3296 1.4168 -1.9109 0.043 0.558 -0.007 0.005
C 1.4996 -3.9931 0.8856 -0.029 -0.039 0.030 0.000
N -2.3881 0.4888 -1.8195 0.096 -0.385 -0.043 0.013
S 1.0559 -3.7137 -0.8176 -0.121 0.056 0.059 0.001
H 2.4610 -5.9155 0.9242 -0.010 0.003 0.002 0.000
C -2.5859 2.7554 -1.4124 0.071 0.028 -0.079 0.002
H -3.4641 1.6679 -3.1511 -0.008 -0.042 -0.002 0.001
```
Positions in Å, forces in eV/Å.

=====

The following is a DFT calculation (wB97M-V/def2-TZVPD) of C19H23N3O2S in the gas phase.

Summary:
SMILES: CCCn1nc2cc(C(=O)NCCc3cccs3)ccc2c1OCC
HOMO-LUMO gap, hartree: 0.30310
E_HOMO, eV: -7.69
Energy above the lowest of the compared OMol25 structures with the same formula, charge and spin, kcal/mol: 49.9
2S+1: 1

```
48
Properties=species:S:1:pos:R:3:forces:R:3:mulliken_charge:R:1
H 0.0856 0.9237 -3.1426 -0.108 -0.056 0.049 0.197
C -2.2103 -1.2073 -0.8838 -0.316 -0.148 0.293 -1.264
C 1.8358 4.6340 -3.6275 0.009 -0.048 -0.313 -0.413
C -0.9530 1.1679 -4.9458 -0.246 0.046 -0.192 -0.850
H -1.5889 3.0706 -5.7315 -0.109 0.016 0.002 0.413
N 1.5710 -1.3311 0.6498 0.573 0.279 -0.637 -1.345
H -3.2055 -1.1896 -1.3011 -0.074 -0.019 -0.011 0.456
C -0.6793 -1.6670 0.8838 0.466 0.048 -0.020 1.763
H -0.0708 1.1073 -5.5914 -0.114 -0.009 0.001 0.368
H -1.8599 -0.7834 4.6911 0.015 0.046 0.076 0.330
H -0.7213 3.2700 -2.0116 -0.178 -0.080 0.097 0.445
H 3.6028 -0.2367 5.5132 0.067 0.029 0.093 0.375
N -0.6674 0.5321 -3.6858 0.268 0.118 -0.006 -0.071
C 2.3418 -2.0183 2.8233 0.277 0.220 0.466 -0.909
H -1.7774 0.6143 -5.3998 0.158 0.055 -0.020 0.428
O -0.3753 -2.5378 3.2684 0.506 0.128 -0.371 -0.542
H 1.4725 -0.7901 4.3569 -0.040 0.051 -0.056 0.182
C -1.5415 -0.3180 -3.0891 0.279 0.134 -0.217 0.340
C 3.5587 -1.0646 4.8102 -0.188 0.066 -0.130 -1.303
H 2.1467 -2.9546 3.3526 0.070 0.041 -0.084 0.320
H 4.5114 -1.1242 4.2894 0.149 -0.016 0.000 0.327
C -1.1544 -0.7651 -1.7202 0.472 -0.112 0.276 0.743
C 1.1527 4.3133 -2.5018 0.241 0.102 -0.012 -0.561
S 1.0355 4.0822 -5.0471 -0.226 -0.061 0.566 -0.143
H -2.2887 -3.1364 2.7669 0.088 -0.021 0.087 0.326
C 0.1441 -0.7829 -1.2754 -0.366 0.105 -0.393 -0.881
H 3.2738 -2.0974 2.2606 -0.130 -0.075 0.023 0.401
H 1.4821 4.5674 -1.5102 0.092 0.069 0.150 0.386
C 2.4205 -0.8600 3.8204 0.111 -0.169 -0.023 -0.010
H 2.5698 0.0698 3.2681 -0.079 -0.002 -0.035 0.306
C -0.0208 -2.0269 2.0665 0.121 -0.034 0.087 -0.160
C 0.3942 -1.2328 0.0301 -0.229 -0.376 1.080 -0.341
N 1.2931 -1.8101 1.8616 -0.864 -0.209 -0.051 0.984
H -2.8323 -1.9743 0.9913 -0.089 -0.003 0.012 0.326
C -2.3747 -1.2597 3.8600 0.301 -0.273 -0.119 -1.134
C -0.2553 3.4073 -4.1044 0.170 0.201 -0.212 0.245
O -2.5630 -0.6913 -3.6358 -0.253 -0.070 0.065 -0.682
C -1.3551 2.6432 -4.7556 0.086 -0.331 -0.077 -0.671
H -2.2484 2.6851 -4.1292 -0.013 0.022 -0.070 0.275
H 0.9834 -0.4991 -1.8911 0.080 0.047 -0.121 0.568
H -3.4228 -1.3811 4.1184 -0.134 0.010 0.024 0.380
H 3.4156 -1.9850 5.3717 0.045 -0.100 0.107 0.337
C -1.7561 -2.6233 3.5747 -0.552 0.120 0.177 -0.419
H -2.2988 -0.6136 2.9886 -0.050 0.081 -0.047 0.360
H 2.7628 5.1636 -3.7209 0.196 0.128 0.053 0.443
H -1.7929 -3.2501 4.4697 -0.044 0.037 -0.179 0.369
C -1.9982 -1.6470 0.3894 -0.293 0.048 -0.213 -0.264
C -0.0416 3.6067 -2.7750 -0.143 -0.034 -0.171 -0.429
```
Positions in Å, forces in eV/Å.

=====

The following is a DFT calculation (wB97M-V/def2-TZVPD) of C19H23N3O3S in the gas phase.

Summary:
SMILES: CCN1CCN(C(=O)c2ccc(NS(=O)(=O)c3ccccc3)cc2)CC1
HOMO-LUMO gap, hartree: 0.32924
E_HOMO, eV: -8.69
Energy above the lowest of the compared OMol25 structures with the same formula, charge and spin, kcal/mol: 58.7
2S+1: 1

```
49
Properties=species:S:1:pos:R:3:forces:R:3:mulliken_charge:R:1
C 2.7919 3.2576 0.6311 0.211 0.090 0.031 -0.294
H 2.9262 -0.0082 1.0027 -0.077 -0.047 -0.155 0.282
C -3.0405 -2.0912 -0.3664 0.344 0.459 0.732 0.038
C -2.1280 -0.2218 0.8331 0.139 -0.171 0.093 0.225
H 3.0678 4.6890 2.2387 -0.022 0.088 0.115 0.316
H 0.9525 -3.3224 -3.1251 0.042 -0.080 -0.014 0.415
C -2.2812 -2.9559 0.4162 -0.166 0.036 -0.165 -1.005
C -0.3950 -0.5616 2.6306 -0.032 0.017 -0.115 0.111
C 3.5842 4.3458 1.3469 -0.195 -0.143 -0.181 -1.433
H -1.5173 -3.6244 -3.2362 0.023 -0.174 -0.004 0.451
H -3.8786 -3.5661 -1.4995 -0.013 -0.091 -0.172 0.357
C 0.8182 -1.2004 -2.8634 0.016 0.048 0.001 -0.417
H 3.7231 5.1952 0.6830 0.007 0.137 -0.003 0.453
C -2.9827 -0.7200 -0.1288 -0.082 -0.109 0.164 -0.201
H 2.5941 0.9984 -0.4091 0.014 -0.015 0.031 0.464
O -0.5094 -0.8583 3.8058 -0.069 -0.212 0.222 -0.675
O -4.3449 -0.5537 -2.9016 0.260 0.121 0.209 -0.638
C 0.8600 0.5515 0.7957 0.195 0.059 -0.501 -0.361
C 2.3546 0.8557 0.6458 -0.217 -0.258 0.009 -1.243
H 1.1650 2.8417 2.5159 0.013 0.006 0.024 0.358
N 0.5869 0.2568 2.1866 0.159 0.137 0.080 0.306
N 2.7738 2.0258 1.3979 0.000 0.022 -0.040 0.100
C -1.3282 -1.0796 1.5814 -0.268 -0.093 0.046 0.033
S -3.6764 -1.8161 -2.9141 0.116 -0.443 0.103 1.183
H 2.3619 0.1396 3.3103 -0.051 0.036 0.066 0.293
H 4.5584 3.9602 1.6339 0.126 -0.025 0.040 0.340
H 0.5794 -0.3000 0.1698 0.038 0.145 0.031 0.578
C -1.4433 -2.4509 1.3919 0.045 0.167 0.054 -0.797
C -1.9046 -1.5483 -2.9813 -0.602 0.054 -0.099 0.137
C -1.0787 -2.6492 -3.0933 0.082 -0.143 -0.077 -0.433
O -4.0762 -2.8075 -3.8651 0.171 -0.192 0.067 -0.702
C 0.2938 -2.4721 -3.0370 -0.086 -0.066 0.007 -0.671
H -3.6117 -0.0672 -0.7115 -0.067 0.134 0.029 0.743
H 0.3922 0.8870 -2.6410 0.027 0.108 0.012 0.453
C -1.3950 -0.2758 -2.8222 -0.039 0.141 -0.081 -0.202
H 1.8883 -1.0655 -2.8116 0.102 0.014 -0.002 0.404
H 2.6888 2.6003 3.3990 -0.180 0.031 0.049 0.475
H -2.3503 -4.0224 0.2568 0.032 -0.128 -0.043 0.349
H -2.0924 0.8417 1.0156 0.038 0.140 -0.011 0.509
C 2.0274 2.1654 2.6448 0.135 -0.040 0.175 -0.558
H -0.8561 -3.1191 2.0034 0.041 -0.074 0.070 0.478
N -3.8392 -2.5620 -1.4074 -0.319 0.124 -0.907 -0.272
C -0.0215 -0.1023 -2.7642 0.000 -0.019 -0.031 -0.471
H 1.7720 3.6300 0.4193 0.025 -0.053 -0.044 0.279
H 0.9897 0.9365 4.0930 0.164 -0.004 -0.099 0.458
H 3.2795 3.0441 -0.3235 -0.083 0.018 0.003 0.411
H -2.0788 0.5546 -2.7547 -0.029 0.146 0.045 0.483
C 1.5204 0.8221 3.1450 0.016 0.174 0.315 -1.218
H 0.2800 1.4229 0.4627 0.016 -0.071 -0.080 0.110
```
Positions in Å, forces in eV/Å.

=====

The following is a DFT calculation (wB97M-V/def2-TZVPD) of C19H23N3S in the gas phase.

Summary:
SMILES: Cc1ccccc1NC(=S)N1CCN(Cc2ccccc2)CC1
HOMO-LUMO gap, hartree: 0.31511
E_HOMO, eV: -7.91
Energy above the lowest of the compared OMol25 structures with the same formula, charge and spin, kcal/mol: 1.9
2S+1: 1

```
46
Properties=species:S:1:pos:R:3:forces:R:3:mulliken_charge:R:1
H -3.3524 -3.7959 -3.5110 -0.044 -0.007 -0.069 0.379
C -0.5914 3.9787 0.5429 0.039 -0.163 -0.031 1.047
C -1.5628 4.0026 -0.5986 0.054 -0.017 0.068 -1.529
C 1.2957 1.0027 -0.6081 0.217 -0.125 -0.245 0.224
H 1.9795 -3.0942 0.0399 0.024 -0.020 -0.041 0.432
C 0.4511 3.0414 0.5665 0.030 0.343 0.515 -0.151
N 1.4396 0.2143 0.4824 -0.058 0.346 -0.173 0.222
C 1.3588 3.0364 1.6222 0.010 0.007 -0.131 -0.061
C -2.7685 -3.7679 -2.6029 -0.047 -0.004 -0.065 -0.414
C -1.2588 -3.6886 -0.2609 0.002 -0.054 0.053 0.902
H 0.0877 5.5684 3.4575 -0.011 0.064 0.077 0.386
C -3.3147 -3.2507 -1.4408 -0.109 0.054 -0.016 -0.684
C -0.6997 4.8771 1.5925 0.098 -0.017 0.048 -0.638
H -1.0534 -3.6214 1.8741 0.024 -0.083 -0.047 0.513
N 0.3483 -2.3330 1.0793 0.007 -0.048 0.139 0.084
C -2.5640 -3.2111 -0.2793 0.042 -0.056 0.007 -0.225
H -1.0750 4.3447 -1.5130 -0.050 0.008 -0.133 0.342
C -1.4726 -4.2543 -2.5939 0.039 -0.029 -0.101 -0.695
H 0.3031 -4.3938 1.0314 -0.081 -0.016 0.034 0.525
H 0.2845 -4.6032 -1.4296 0.113 -0.035 0.010 0.378
H 2.7145 -1.1420 1.3678 -0.034 -0.020 -0.014 0.368
H 1.9376 3.9267 3.4716 0.064 -0.006 0.073 0.399
H -0.2193 0.9631 1.5321 0.078 -0.104 0.046 0.393
H -2.9988 -2.8115 0.6266 -0.032 0.036 0.098 0.363
C -0.4751 -1.1426 1.1332 0.158 0.226 0.106 -0.573
N 0.5676 2.1558 -0.5118 -0.400 0.064 -0.098 -0.022
C 2.2419 -0.9873 0.3937 0.320 -0.449 -0.231 -1.675
H -0.9873 -0.9454 0.1736 -0.007 0.003 0.098 0.356
H -1.5023 5.6004 1.5819 -0.090 0.059 -0.019 0.347
H 2.1748 2.3306 1.6160 0.060 -0.063 0.012 0.478
H 3.0066 -0.8489 -0.3710 -0.081 -0.010 0.164 0.602
C 0.1943 4.8610 2.6495 -0.009 0.069 0.080 -0.620
H -1.9666 3.0080 -0.7846 -0.049 -0.046 -0.075 0.321
H 0.8766 -0.0936 2.4497 -0.073 0.061 -0.003 0.256
C -0.7241 -4.2150 -1.4308 -0.052 -0.009 0.053 -0.215
C -0.4162 -3.5715 0.9860 0.018 0.053 0.017 -1.753
H -2.3859 4.6786 -0.3835 -0.042 0.040 -0.035 0.404
H -1.2305 -1.2722 1.9116 -0.046 0.031 -0.019 0.389
C 1.3655 -2.1919 0.0534 0.183 0.223 0.042 -0.273
S 1.9464 0.6370 -2.0897 0.186 -0.040 -0.526 -0.362
H 0.9327 -2.0417 -0.9495 0.083 -0.032 0.059 0.364
H -4.3283 -2.8762 -1.4386 -0.076 0.022 -0.006 0.381
H -1.0423 -4.6647 -3.4956 0.030 -0.033 -0.074 0.376
C 0.3982 0.0684 1.4794 -0.571 -0.042 0.210 -0.858
C 1.2262 3.9392 2.6598 -0.030 0.030 0.026 -0.806
H 0.3825 2.5642 -1.4198 0.113 -0.210 0.118 0.327
```
Positions in Å, forces in eV/Å.

=====

The following is a DFT calculation (wB97M-V/def2-TZVPD) of C19H23N5O2S2 in the gas phase.

Summary:
SMILES: Cn1c(Cn2c(=O)sc3ccccc32)nnc1SCC(=O)N1CCCCCC1
HOMO-LUMO gap, hartree: 0.33248
E_HOMO, eV: -8.44
Energy above the lowest of the compared OMol25 structures with the same formula, charge and spin, kcal/mol: 5.9
2S+1: 1

```
51
Properties=species:S:1:pos:R:3:forces:R:3:mulliken_charge:R:1
C 1.8815 0.6697 0.6736 -0.248 -0.157 -0.027 1.058
H -4.9197 1.7966 -0.3844 -0.073 -0.109 0.070 0.497
C 4.0130 -1.8721 0.1364 0.386 -0.233 -0.295 0.618
C -3.9155 -0.6239 1.6234 0.069 -0.264 0.319 -0.812
H -3.5545 0.3002 -1.9606 -0.034 0.033 -0.025 -0.022
N 0.8449 0.2056 -0.0771 0.405 0.831 0.036 0.284
H -3.1038 2.5303 -0.8899 -0.031 0.027 -0.008 0.358
N 3.9516 -0.6024 0.6196 -0.211 0.065 0.277 0.368
C 7.2704 1.5696 -0.5511 0.074 0.106 -0.029 -0.525
H -5.2752 0.4352 -2.3217 0.007 0.061 -0.067 0.374
H -4.6298 -0.3103 2.3939 0.087 -0.022 0.003 0.206
C 2.8296 -0.1826 1.4406 -0.110 0.024 -0.006 -1.823
H -4.1096 -2.7444 1.6017 -0.081 0.007 0.047 0.382
C 0.3553 -1.1361 -0.2192 -0.249 -0.598 0.093 -0.820
C 5.9895 -0.4266 -0.4624 -0.157 -0.128 0.031 0.493
C -4.7898 0.7194 -0.2489 0.034 0.243 -0.528 -1.358
S -1.1358 1.3755 -1.5831 -0.059 0.325 -0.026 -0.337
O 3.1714 -2.7248 0.2791 -0.248 -0.341 0.103 -0.625
N 1.9464 1.9741 0.5966 0.770 -0.190 0.825 -0.256
C -4.4035 -1.9152 0.9561 0.163 0.105 -0.039 -0.629
C -2.5232 1.0978 0.7018 0.025 0.313 -0.028 0.641
H -3.8021 -3.2048 -0.6486 0.066 0.002 0.000 0.418
H -4.3936 -1.8829 -2.5109 -0.079 -0.034 -0.035 0.397
H 7.8801 -0.2882 -1.4535 0.122 -0.030 -0.072 0.400
H -2.8155 -1.7541 -0.5023 0.151 -0.033 -0.027 -0.115
H -1.6772 2.9773 0.0958 -0.149 -0.041 0.007 0.581
H -5.4941 -1.9248 0.9026 -0.045 -0.072 0.018 0.392
C 6.2853 2.2299 0.1717 0.096 -0.023 -0.014 -0.858
C -4.5530 0.0430 -1.6032 -0.309 -0.093 0.148 0.047
C 0.2937 1.3459 -0.5814 -0.149 -0.291 -0.270 0.479
H 4.3631 2.0961 1.1247 -0.066 0.085 0.035 0.341
C -2.2434 2.1583 -0.3459 0.290 -0.307 -0.070 -0.808
H 3.2101 0.3911 2.2889 -0.086 -0.081 -0.060 0.393
H -5.7097 0.3383 0.1992 -0.009 0.098 0.009 0.482
H -0.1550 -1.2261 -1.1778 0.041 -0.029 0.110 0.375
H 8.1521 2.1042 -0.8688 0.079 0.061 -0.029 0.376
O -1.6457 0.8091 1.5019 0.261 0.095 0.116 -0.677
S 5.5399 -2.0954 -0.7572 -0.038 0.120 0.057 -0.260
C -3.8377 -2.1319 -0.4504 -0.281 -0.162 0.026 -0.210
H -5.7352 -1.7439 -1.3792 -0.046 -0.044 -0.031 0.330
H 2.3290 -1.0864 1.7977 0.160 0.129 0.018 0.526
C 5.0050 0.2295 0.2824 0.584 0.178 -0.241 0.493
N -3.7143 0.4644 0.6845 -0.249 -0.194 0.264 0.164
C -4.6877 -1.4769 -1.5410 0.310 0.141 -0.059 -0.895
N 0.9560 2.3980 -0.1888 -0.618 0.429 -0.631 -0.830
H -0.3502 -1.3498 0.5874 -0.022 -0.011 -0.090 0.170
H -2.9501 -0.7897 2.1062 -0.223 0.024 -0.041 0.428
H 1.1790 -1.8483 -0.1770 -0.043 0.088 -0.030 0.365
C 5.1434 1.5731 0.5961 -0.095 -0.142 0.069 -0.502
C 7.1295 0.2331 -0.8818 -0.180 -0.060 0.077 -0.453
H 6.4056 3.2763 0.4046 0.008 0.101 0.022 0.378
```
Positions in Å, forces in eV/Å.

=====

The following F_max values (in eV/Å) correspond, in order, to the records above: 2.605; 1.167; 0.970; 0.619; 1.145.
The following total energy values (in hartree) correspond, in order, to the records above: -3372.62658; -1450.74900; -1525.98464; -1300.27903; -1958.50762.